Entry 1:
{"formula": "CH12O5", "method": "ωB97M-V/def2-TZVPD", "homo_lumo_gap_ha": 0.41375, "charge": 0, "de_lowest_kj_mol": 129.24, "largest_force_ev_per_a": 2.9, "multiplicity": 1, "smiles": "CO.O.O.O.O", "elements": ["C", "O", "H", "H", "H", "H", "O", "H", "H", "O", "H", "H", "O", "H", "H", "O", "H", "H"], "coordinates": [[-2.490, -0.812, -0.139], [-2.400, -0.871, 1.417], [-2.264, 0.094, -0.713], [-1.857, -1.689, -0.501], [-3.582, -0.929, -0.334], [-3.351, -1.007, 1.701], [1.666, -2.280, -0.489], [1.225, -2.155, 0.395], [2.584, -2.380, -0.334], [3.426, 5.015, -0.357], [3.330, 4.057, -0.291], [2.739, 5.345, -1.002], [0.283, -1.008, 1.614], [-0.661, -1.082, 1.531], [0.464, -0.119, 1.279], [-0.093, -0.008, -1.444], [0.337, -0.821, -1.060], [0.645, 0.648, -1.271]]}

=====

Entry 2:
{"formula": "CH12O6", "method": "ωB97M-V/def2-TZVPD", "homo_lumo_gap_ha": 0.39251, "charge": 0, "de_lowest_kj_mol": 228.15, "largest_force_ev_per_a": 4.6, "multiplicity": 1, "smiles": "C=O.O.O.O.O.O", "elements": ["C", "O", "H", "H", "O", "H", "H", "O", "H", "H", "O", "H", "H", "O", "H", "H", "O", "H", "H"], "coordinates": [[2.505, 0.242, -2.165], [1.762, -0.744, -2.429], [2.194, 1.260, -2.330], [3.331, 0.248, -1.498], [-1.902, -0.167, 2.967], [-1.387, 0.562, 2.709], [-1.520, -0.779, 2.392], [-1.551, 0.433, 0.061], [-1.086, -0.204, -0.523], [-1.001, 0.253, 0.747], [2.036, -1.032, 0.452], [1.600, -0.237, 0.145], [1.616, -1.728, -0.060], [-0.958, -2.479, -1.146], [-0.011, -2.369, -1.275], [-1.162, -3.338, -0.742], [-1.366, 3.685, 1.356], [-1.228, 3.277, 2.219], [-0.545, 4.035, 1.120]]}

=====

no.,electronic energy (eV)
1,-11468.146
2,-13514.357